DFT (wB97M-V/def2-TZVPD) results for a molecular structure, C27H39N4O11P2ReS at a distorted geometry.

Values from the calculation:
Kohn-Sham gap (spin up / spin down)   7.57 / 7.03 eV
Spin multiplicity   4
Charge   +1

XYZ file:
```
85
Properties=species:S:1:pos:R:3:forces:R:3
Re 11.71092 9.36582 10.64068 -1.15 -0.20 -0.26
O 9.38881 6.59209 8.69931 0.28 0.15 0.23
C 9.87634 7.39840 9.44307 1.31 0.12 -0.70
O 11.15314 7.87933 9.34966 -1.03 -0.30 0.20
C 9.09032 8.05609 10.52397 0.29 0.73 0.44
C 7.82095 7.77533 10.91705 -1.89 -0.61 0.67
C 7.23102 8.51435 11.97459 0.92 -0.33 -0.43
C 7.96210 9.53999 12.56247 0.33 0.42 -0.43
C 9.23937 9.84547 12.07526 -0.62 -1.63 -0.39
N 9.74394 9.06543 11.11631 0.17 0.48 0.00
C 10.18861 10.89961 12.55470 0.29 1.02 0.35
O 9.81596 11.69832 13.37581 0.23 -0.18 -0.18
O 11.38536 10.90045 11.96422 -0.52 -0.63 -0.20
H 7.23607 6.95600 10.47146 0.58 0.46 0.05
H 6.24620 8.22355 12.33789 0.23 0.26 -0.10
H 7.58662 10.15944 13.34797 -0.28 0.15 0.42
C 13.84606 13.65201 12.65163 0.17 -0.73 1.14
C 15.08037 13.30496 11.84551 -0.20 0.12 -0.24
C 16.33872 13.95355 12.38066 0.29 0.48 0.93
O 15.29789 11.87250 11.66002 0.15 0.38 -0.08
P 15.37202 10.71176 12.72618 0.60 0.03 0.24
O 14.14766 10.52216 13.50342 0.07 -0.22 0.06
C 15.96415 9.41114 11.61701 -0.35 1.30 -0.73
P 14.95810 8.92966 10.23777 0.51 -0.77 -1.25
O 13.64444 9.69482 10.19625 0.51 0.14 -0.37
O 15.71550 9.03957 8.84542 -0.46 -0.11 1.07
C 16.33113 10.08952 8.03988 -0.09 0.54 -0.23
C 17.80513 10.21750 8.36779 -0.31 0.65 0.67
C 15.59746 11.42278 8.06482 0.02 0.26 0.63
O 14.77751 7.40291 10.47368 -0.19 0.48 -0.91
C 14.89245 6.12734 9.67774 -1.06 -0.45 1.48
C 16.32965 5.77970 9.57626 0.92 -1.05 -0.58
C 14.16042 6.09251 8.36023 1.66 -0.21 -0.44
O 16.74211 10.82996 13.56363 -0.86 0.20 -0.10
C 16.71620 11.24642 14.95617 -0.43 -0.01 1.39
C 16.36800 10.05627 15.88549 0.25 -0.14 -2.99
C 18.05863 11.85009 15.26144 0.67 -0.34 0.10
H 13.71490 14.72689 12.69766 0.07 0.22 -0.16
H 13.94124 13.29368 13.69814 -0.06 0.15 -0.53
H 12.94434 13.20281 12.25089 -0.12 -0.14 -0.11
H 14.85984 13.62020 10.82200 0.41 0.13 -0.04
H 16.55266 13.63663 13.44402 -0.25 0.16 -1.15
H 16.18415 15.05082 12.43201 0.10 -0.56 -0.15
H 17.22177 13.75802 11.75587 -0.30 -0.04 0.21
H 16.11453 8.53552 12.17583 0.27 -1.24 0.90
H 16.92035 9.75929 11.23835 0.21 0.00 -0.02
H 16.22198 9.70327 7.03527 0.02 -0.27 -0.21
H 17.93389 10.72854 9.33146 0.03 -0.07 -0.14
H 18.31935 10.81250 7.62015 -0.09 0.14 -0.17
H 18.30678 9.27441 8.41897 0.15 -0.72 0.01
H 15.55960 11.92168 9.03620 0.13 -0.42 0.31
H 14.57555 11.37260 7.70989 -0.17 -0.24 -0.22
H 16.14305 12.13054 7.45390 0.11 -0.01 -0.45
H 14.34948 5.48334 10.39128 0.45 0.03 -0.29
H 16.77867 6.27244 8.72211 0.13 0.27 -0.21
H 16.45182 4.69263 9.37905 -0.21 0.58 0.18
H 16.93104 6.01712 10.44351 -0.15 0.04 0.37
H 14.75490 6.71717 7.67378 -0.61 -0.04 -0.09
H 13.15794 6.43524 8.48496 -0.78 0.11 -0.23
H 14.22722 5.04338 7.95350 -0.33 1.01 0.55
H 15.91321 11.97893 15.12149 0.16 0.06 -0.40
H 17.06350 9.25078 15.64360 0.04 -0.13 0.08
H 15.36802 9.74187 15.56282 0.08 -0.09 0.76
H 16.50290 10.30422 16.89736 -0.28 0.42 1.32
H 18.82636 11.07872 15.16267 0.03 0.00 -0.22
H 18.16805 12.19917 16.28746 -0.44 0.07 0.06
H 18.31156 12.66961 14.60144 0.01 0.17 -0.20
S 13.95884 6.94602 13.81298 0.34 -0.50 0.33
C 12.96857 7.54282 12.76155 -0.30 0.58 0.06
N 12.22330 8.08092 12.00625 0.12 -0.25 0.14
N 8.94956 14.00757 5.93848 0.28 1.49 -0.99
C 10.18290 14.01210 6.46022 0.28 -0.01 0.40
O 11.00029 14.89879 6.33610 -0.16 0.02 -0.21
C 10.51512 12.82666 7.31915 0.27 0.11 0.28
C 10.02037 11.54766 7.12468 -0.21 0.09 0.08
C 10.39774 10.55149 8.00613 -0.01 -0.33 0.14
N 11.20080 10.78240 9.04947 0.70 0.70 0.15
C 11.73315 12.02380 9.19769 -0.55 -0.20 -0.35
C 11.40040 13.07121 8.36655 0.00 -0.49 0.09
H 8.67115 14.82116 5.39853 0.08 -0.30 0.16
H 8.26866 13.33242 6.13560 -0.77 -0.88 0.33
H 9.30963 11.33347 6.33086 0.29 -0.11 0.05
H 10.08448 9.52145 7.89040 -0.15 0.09 -0.07
H 12.41949 12.16200 10.00866 0.15 -0.03 0.40
H 11.79991 14.06076 8.54464 0.01 -0.06 -0.17
```
Positions in Å, forces in eV/Å.

Atom charges from the Löwdin analysis, given in e for atoms 1 to 8: Re 1.700; O 0.142; C -0.513; O -0.218; C -0.167; C 0.047; C 0.022; C 0.056



DFT (wB97M-V/def2-TZVPD) results for 13 unconnected molecules or ions with the total composition H26O13 at a distorted geometry.

Values from the calculation:
Kohn-Sham gap   9.64 eV
Energy above the lowest of the compared OMol25 structures with the same formula, charge and spin   684.21 kJ/mol

XYZ file:
```
39
Properties=species:S:1:pos:R:3:forces:R:3
H 0.12904 1.00875 -1.51080 0.32 -0.02 -0.11
H 0.23607 0.42424 -0.11190 -0.36 -0.53 -0.17
H -0.83317 3.00198 -0.33134 -0.24 -0.19 -0.23
H -0.16797 4.15060 -1.07176 -0.05 -0.05 0.00
H 1.93130 -2.99492 1.93009 -0.07 0.02 0.00
H 1.81782 -2.56326 3.38296 -0.09 -0.08 0.02
H -5.09214 0.42222 -0.04590 -0.09 -0.12 -0.03
H -3.61783 0.09299 0.12160 0.15 -0.26 -0.11
H 2.00823 0.24356 0.90148 0.24 -0.02 0.16
H 2.75861 -1.04813 1.18168 -0.01 0.23 0.04
H -3.45579 1.34319 -1.48323 -0.15 -0.05 0.17
H -1.95923 1.18378 -1.69518 0.19 -0.19 0.35
H -0.05980 -1.76841 -1.41648 0.06 0.15 -0.07
H 0.52256 -2.59845 -0.28426 0.24 -0.17 0.06
H 2.89706 1.59152 -1.88889 0.02 -0.08 -0.06
H 4.10055 0.98110 -1.18959 0.09 -0.18 -0.04
H 0.01832 4.26998 1.68151 0.32 0.09 -0.22
H 0.81007 5.44734 1.13652 0.00 -0.20 0.08
H -1.91785 -4.40445 0.04051 -0.02 -0.10 -0.06
H -1.55433 -3.24419 -0.87147 0.00 -0.21 -0.37
H 3.70822 -1.13018 -1.15685 -0.28 0.24 0.07
H 4.86365 -2.09293 -0.93748 0.10 0.14 0.06
H -1.87634 -2.25214 0.35615 -0.37 -0.32 0.23
H -2.83544 -1.53943 1.29541 -0.11 -0.26 0.11
H -1.94983 0.91326 0.54157 0.26 0.37 -0.45
H -1.00943 0.87152 1.73486 0.07 0.53 0.33
O -0.26063 0.34224 -0.93382 0.36 2.02 -2.02
O -0.07360 3.59392 -0.29061 -0.50 -0.46 -0.91
O 1.45885 -2.38387 2.50663 0.12 -0.45 0.50
O -4.36751 -0.05479 -0.46587 -0.78 -0.13 0.23
O 2.03307 -0.68887 0.65870 1.00 1.17 0.49
O -2.60441 1.65201 -1.15342 0.19 0.83 -0.50
O 0.56111 -1.72082 -0.68082 -0.64 -2.34 -0.80
O 3.52088 0.85932 -1.94994 -0.17 0.44 -0.06
O 0.90979 4.63459 1.64495 0.37 0.69 1.19
O -1.73655 -4.19059 -0.88166 0.06 0.01 0.13
O 4.50996 -1.24882 -0.63520 0.34 -0.58 0.06
O -2.01320 -1.41230 0.80885 -1.81 -5.59 -1.08
O -1.41012 0.30844 1.06301 1.23 5.65 2.99
```
Positions in Å, forces in eV/Å.

Atom charges from the Löwdin analysis, given in e for atoms 1 to 8: H 0.058; H 0.036; H 0.015; H 0.058; H 0.040; H 0.044; H 0.060; H 0.006



DFT (wB97M-V/def2-TZVPD) results for 2 unconnected molecules or ions with the total composition C2H3F3NO5S2 at a distorted geometry.

Values from the calculation:
Kohn-Sham gap (spin up / spin down)   5.82 / 5.31 eV
Energy above the lowest of the compared OMol25 structures with the same formula, charge and spin   79.63 kJ/mol
Spin multiplicity   2
Charge   -2

XYZ file:
```
16
Properties=species:S:1:pos:R:3:forces:R:3
N -0.15492 -1.08453 0.13787 0.02 0.08 0.40
S 0.98538 -0.71486 1.33352 -1.27 -2.35 1.71
O 0.27690 -0.20104 2.55731 0.97 -0.05 -1.62
O 1.75739 -1.98037 1.62669 -0.63 1.99 -0.71
S -1.37292 -2.03659 0.36612 0.66 -1.48 0.23
O -1.41052 -2.81507 1.61865 -0.13 0.98 -1.36
O -1.69274 -2.78206 -0.86651 0.15 0.96 1.25
C -2.87674 -0.93301 0.52052 1.36 -0.54 -0.04
F -2.79691 -0.15366 1.59207 -0.16 0.28 0.27
F -2.99924 -0.16004 -0.55564 -0.29 0.35 -0.32
F -3.97532 -1.68012 0.62707 -0.65 -0.17 0.05
C 3.53259 2.20899 -0.50732 -2.48 -2.32 1.81
O 2.63803 1.17854 0.13551 2.09 2.06 -1.34
H 3.44690 3.13732 0.08634 0.22 0.17 -0.19
H 4.59265 1.89471 -0.50885 -0.01 0.02 -0.10
H 3.21376 2.43156 -1.54222 0.15 0.01 -0.03
```
Positions in Å, forces in eV/Å.

Atom charges from the Löwdin analysis, given in e for atoms 1 to 8: N -0.395; S 0.749; O -0.448; O -0.445; S 0.539; O -0.362; O -0.373; C -0.712